# 1
This record from OMol25 describes a molecular structure, C18H17Cl5N3NiOS5Sb at a distorted geometry. The level of theory is the ωB97M-V functional and the def2-TZVPD basis.

Last column: Mulliken charge in e.
Element x y z (Å)
Ni: -0.05680 0.04940 -0.01580  0.068
S: 2.67160 1.00620 4.44820  -0.654
Sb: 2.22240 -0.49680 2.69440  0.585
S: -0.11680 -0.09740 2.11200  -0.546
S: 2.04170 0.28280 -0.00060  -0.502
S: 2.16660 -2.63740 3.70500  -0.683
Cl: -4.55500 -0.23020 -5.30920  -0.244
C: -3.82770 -0.04090 -3.75700  0.544
C: -2.45240 0.16350 -3.64810  -0.359
Cl: -1.47800 0.32670 -5.06180  -0.219
C: -1.86340 0.23970 -2.40720  0.909
Cl: -0.19100 0.47950 -2.18720  -0.163
C: -2.59940 0.12570 -1.18610  -0.572
O: -2.04290 0.14730 -0.06580  -0.436
C: -4.01350 0.04640 -1.35220  0.483
Cl: -4.99050 0.12770 0.07590  -0.186
C: -4.59580 -0.08290 -2.59900  -0.032
Cl: -6.30130 -0.29750 -2.73160  -0.223
N: -2.61740 3.05850 -0.58760  -0.487
C: -1.65380 2.97440 0.39270  0.393
S: -0.08200 3.24490 -0.03170  -0.405
N: -2.16310 2.79360 1.62810  0.036
C: -1.60290 2.89600 2.90100  0.913
C: -0.28440 3.25730 3.15680  -0.242
C: 0.15180 3.39200 4.46220  -0.797
C: -0.70930 3.17460 5.52300  -0.497
C: -2.02060 2.80740 5.27240  -0.583
C: -2.46560 2.66880 3.97410  -0.468
H: -2.25320 2.98820 -1.52590  0.276
H: -3.48270 2.55460 -0.44200  0.171
H: -3.12800 2.47930 1.64190  0.156
H: 0.40790 3.40400 2.34610  0.160
H: 1.18540 3.63250 4.65170  0.446
H: -0.35650 3.27070 6.53970  0.342
H: -2.70030 2.61780 6.09300  0.329
H: -3.48910 2.36880 3.78330  0.256
C: 0.29690 -5.26950 -1.19780  -1.773
C: 0.13580 -4.51170 0.13180  2.436
C: 1.35940 -4.74070 1.02150  -1.322
C: -1.14690 -4.96450 0.83960  -1.728
C: 0.02330 -3.10050 -0.17630  -0.537
N: -0.07490 -2.00140 -0.49600  -0.001
H: 0.37310 -6.33860 -1.00260  0.397
H: 1.20280 -4.95110 -1.71030  0.390
H: -0.55720 -5.09980 -1.85180  0.392
H: 1.43120 -5.79340 1.29360  0.397
H: 1.29920 -4.15150 1.93800  0.003
H: 2.27040 -4.45170 0.50060  0.383
H: -1.11310 -6.04060 1.01030  0.415
H: -2.02530 -4.73930 0.23420  0.381
H: -1.23970 -4.46150 1.79890  0.399

The gap between HOMO and LUMO is 5.21 eV. Its multiplicity is 1. As for the lowest unoccupied orbital energy: 3.687 eV. The total energy is -6976.2027 Ha. The net charge is -2.

# 2
This record from OMol25 describes a molecular structure, C18H17Cl5N3NiOS5Sb at a distorted geometry. The level of theory is the ωB97M-V functional and the def2-TZVPD basis.

Last column: Mulliken charge in e.
Element x y z (Å)
Ni: -0.02081 0.03771 -0.06373  0.101
S: 3.68390 -3.72442 -0.70280  -0.665
Sb: 2.43974 -2.41704 0.80698  0.573
S: 2.06494 -0.30226 -0.35826  -0.588
S: -0.32202 -1.96159 0.54496  -0.544
S: 3.96174 -1.82371 2.52106  -0.692
Cl: -4.47763 5.34923 -0.57026  -0.243
C: -3.12584 4.29354 -0.75006  0.543
C: -3.24146 2.94437 -0.41620  -0.369
Cl: -4.75810 2.29480 0.08630  -0.216
C: -2.14255 2.11999 -0.48933  0.936
Cl: -2.19691 0.46408 -0.09206  -0.179
C: -0.85231 2.57521 -0.90628  -0.557
O: 0.14881 1.82502 -0.92012  -0.414
C: -0.81872 3.92768 -1.35713  0.476
Cl: 0.64970 4.49043 -2.08354  -0.184
C: -1.91058 4.76590 -1.23245  -0.033
Cl: -1.77477 6.42478 -1.68193  -0.222
N: -1.02385 1.43237 -3.66750  -0.480
C: -0.17977 0.37753 -3.40022  0.374
S: -0.84779 -1.06226 -2.94787  -0.402
N: 1.11352 0.64654 -3.67096  0.048
C: 2.23997 -0.16752 -3.78502  0.939
C: 2.23219 -1.55101 -3.64252  -0.244
C: 3.39672 -2.27019 -3.84038  -0.799
C: 4.57483 -1.63080 -4.18284  -0.495
C: 4.58822 -0.25289 -4.31819  -0.587
C: 3.43258 0.47420 -4.12161  -0.466
H: -1.95042 1.32185 -3.28378  0.277
H: -0.65003 2.36858 -3.58020  0.171
H: 1.32474 1.63441 -3.76841  0.156
H: 1.33261 -2.06401 -3.34989  0.159
H: 3.39093 -3.33736 -3.68810  0.445
H: 5.48246 -2.19974 -4.32389  0.342
H: 5.50670 0.26166 -4.56913  0.327
H: 3.45105 1.55340 -4.21611  0.253
C: 0.15844 1.83782 5.08801  -1.773
C: 1.26024 1.43869 4.09062  2.410
C: 2.02261 0.21681 4.60736  -1.326
C: 2.21127 2.61961 3.86193  -1.724
C: 0.61862 1.10854 2.83428  -0.466
N: 0.04370 0.87779 1.86676  -0.041
H: 0.60897 2.10419 6.04349  0.397
H: -0.52497 1.00694 5.25316  0.394
H: -0.40784 2.69417 4.72469  0.396
H: 2.54326 0.46527 5.53178  0.397
H: 2.75883 -0.12825 3.87958  0.006
H: 1.33801 -0.60660 4.80257  0.387
H: 2.64527 2.93225 4.81176  0.416
H: 1.68042 3.46836 3.42992  0.383
H: 3.01451 2.32569 3.19089  0.404

The gap between HOMO and LUMO (spin up / spin down) is 4.49 / 4.98 eV. Its multiplicity is 3. For the energy above the lowest of the compared OMol25 structures with the same formula, charge and spin, the calculation gives 1.2613 eV. As for the lowest unoccupied orbital energy (spin up / spin down): 3.654 / 3.654 eV. The total energy is -6976.2064 Ha. The net charge is -2.

# 3
This record from OMol25 describes 2 unconnected molecules or ions with the total composition C18H17ClN3 at a distorted geometry. The level of theory is the ωB97M-V functional and the def2-TZVPD basis.

Last column: Mulliken charge in e.
Element x y z (Å)
Cl: 4.33130 0.01300 3.14619  -0.150
C: 2.62524 0.01856 3.00651  0.439
C: 1.93781 1.23859 2.92196  -0.990
C: 0.55161 1.24161 2.79490  -0.215
C: -0.18880 0.02850 2.73558  0.929
C: -1.62206 0.05106 2.65093  1.205
C: -2.47319 -1.17880 2.66385  -0.696
C: -3.94012 -0.65931 2.94556  -0.755
C: -3.76732 0.83027 3.00909  -0.377
C: -2.44084 1.19419 2.84301  -0.773
C: 0.53855 -1.19194 2.83438  -0.303
C: 1.92334 -1.19629 2.97500  -0.960
H: 2.49197 2.17208 2.96611  0.412
H: 0.01968 2.19211 2.74620  0.280
H: -2.45569 -1.61504 1.65538  0.219
H: -2.12923 -1.92698 3.38700  0.498
H: -4.59134 -0.96618 2.11480  0.328
H: -4.34012 -1.10431 3.86736  0.353
H: -4.59717 1.50828 3.19328  0.459
H: -2.04855 2.21108 2.88071  0.390
H: -0.00498 -2.13790 2.81963  0.380
H: 2.46789 -2.13179 3.06821  0.412
C: -3.01758 -2.56213 -2.65197  -0.778
N: -2.36313 -1.57112 -1.82035  0.464
N: -2.36652 -1.61172 -0.47513  -0.919
N: -1.67656 -0.57046 -0.00383  0.255
C: -1.22227 0.16287 -1.08796  -0.368
C: -1.64505 -0.47386 -2.26184  1.566
C: -1.32300 -0.03508 -3.54132  -1.108
C: -0.53273 1.11885 -3.61443  -0.503
C: -0.10710 1.78774 -2.44909  -0.691
C: -0.44044 1.32902 -1.17082  -0.345
H: -2.80363 -2.30382 -3.69309  0.244
H: -2.63225 -3.56754 -2.43907  0.303
H: -4.10450 -2.55362 -2.49497  0.304
H: -1.68418 -0.59613 -4.40242  0.280
H: -0.24106 1.50750 -4.59152  0.371
H: 0.50014 2.68840 -2.55589  0.382
H: -0.14108 1.80391 -0.23717  0.455

The gap between HOMO and LUMO is 6.46 eV. Its multiplicity is 1. As for the lowest unoccupied orbital energy: -5.120 eV. The total energy is -1320.2861 Ha. The net charge is +1.

# 4
This record from OMol25 describes a molecular structure, C18H17IrN3O9S2. The level of theory is the ωB97M-V functional and the def2-TZVPD basis.

Last column: Mulliken charge in e.
Element x y z (Å)
Ir: -0.36315 1.24873 1.07740  3.053
O: 1.78181 -1.25098 1.80450  -0.496
C: 2.90485 -0.42769 1.60064  -0.537
C: 2.67855 0.87877 2.33304  -0.971
N: 1.69876 1.79866 1.69711  -0.386
C: 1.38809 2.89711 2.65715  -0.427
C: 0.12176 2.64372 3.46706  0.450
O: 0.00544 3.00743 4.60389  -0.633
O: -0.85971 2.06572 2.77781  -0.729
C: 2.27672 2.39273 0.47216  -0.663
C: 1.20564 3.07879 -0.36491  0.566
O: 1.48830 3.69666 -1.35622  -0.631
O: -0.02512 2.93972 0.09974  -0.765
H: 1.65947 -1.83965 1.05334  0.272
H: 3.80845 -0.88449 2.02113  0.415
H: 3.09178 -0.25828 0.53786  0.214
H: 2.34100 0.66610 3.34819  0.542
H: 3.63293 1.41416 2.40465  0.467
H: 2.23569 3.08768 3.31430  0.454
H: 1.18269 3.80585 2.09020  0.414
H: 3.04049 3.13267 0.72913  0.520
H: 2.74047 1.62096 -0.13477  0.244
O: -0.69795 -0.53010 1.86292  -0.834
N: -1.96149 -1.01732 1.71199  0.197
C: -2.11619 -2.27808 2.15591  -0.253
C: -3.31237 -2.91860 2.00906  -0.832
C: -4.35723 -2.23538 1.37981  -0.142
C: -4.16436 -0.95418 0.93111  -0.778
C: -2.92480 -0.32441 1.08850  0.859
S: -2.58129 1.25547 0.49849  -0.514
H: -1.23022 -2.69957 2.60451  0.506
H: -3.42221 -3.93260 2.36051  0.429
H: -5.31195 -2.72109 1.23293  0.403
H: -4.94337 -0.40878 0.41843  0.404
O: -0.76372 -3.77925 -1.88128  -0.700
S: -1.35694 -2.49948 -2.14429  1.134
O: -2.76464 -2.43157 -2.40350  -0.675
N: -0.96311 -1.46261 -0.92202  -0.105
C: -0.18405 -0.52361 -1.34759  0.444
O: 0.36252 0.38665 -0.61224  -0.508
C: 0.16283 -0.55847 -2.79625  0.131
C: 0.92219 0.33421 -3.52985  -0.329
C: 1.06668 0.08892 -4.89081  -0.719
C: 0.46211 -1.01251 -5.48942  -0.512
C: -0.31423 -1.89923 -4.74856  -0.592
C: -0.44389 -1.64156 -3.40186  -0.134
H: 1.36246 1.20467 -3.05975  0.483
H: 1.64886 0.76949 -5.49767  0.424
H: 0.58919 -1.17670 -6.55135  0.391
H: -0.79775 -2.74868 -5.21111  0.451

The gap between HOMO and LUMO (spin up / spin down) is 8.62 / 6.28 eV. Its multiplicity is 2. For the energy above the lowest of the compared OMol25 structures with the same formula, charge and spin, the calculation gives 0.0000 eV. As for the lowest unoccupied orbital energy (spin up / spin down): -0.182 / -2.448 eV. The total energy is -2438.2623 Ha. The net charge is 0.

# 5
This record from OMol25 describes a molecular structure, C18H17N10O5Ru. The level of theory is the ωB97M-V functional and the def2-TZVPD basis.

Last column: Mulliken charge in e.
Element x y z (Å)
Ru: -0.15007 0.68028 0.70881  0.178
O: 1.99477 0.71688 1.02628  -0.380
C: 2.73197 1.95367 0.94729  -0.568
C: 3.08027 2.23183 -0.49887  -0.663
C: 1.87721 2.07159 -1.43002  -0.973
C: 0.75517 2.99799 -1.06519  0.907
C: 0.72436 4.29330 -1.55933  -0.781
C: -0.31866 5.13782 -1.22884  -0.327
C: -1.32683 4.66121 -0.41053  -1.001
C: -1.23852 3.36923 0.05828  -0.180
N: -0.21451 2.55227 -0.24210  0.554
H: 2.15150 0.30389 1.88443  0.340
H: 3.63007 1.85482 1.55587  0.488
H: 2.11692 2.74452 1.38183  0.274
H: 3.87743 1.56702 -0.83381  0.419
H: 3.46245 3.25510 -0.55081  0.362
H: 1.52281 1.04197 -1.40917  -0.022
H: 2.17742 2.27664 -2.45821  0.532
H: 1.51943 4.62088 -2.21547  0.467
H: -0.35056 6.14859 -1.61311  0.420
H: -2.17458 5.27101 -0.13542  0.455
H: -2.00315 2.95741 0.69974  0.240
N: -2.75029 1.08216 2.83658  -0.110
C: -3.05358 0.73456 1.53700  0.470
N: -4.27959 0.60981 1.07599  -0.523
N: -4.11298 0.30111 -0.22750  -0.611
N: -2.86878 0.25386 -0.53828  -0.528
N: -2.15154 0.51112 0.58153  0.904
C: -1.50347 1.38409 3.29243  0.413
N: -1.22098 1.72933 4.53043  -0.526
N: 0.11427 1.95013 4.52538  -0.649
N: 0.62008 1.73679 3.37487  -0.616
N: -0.39665 1.39316 2.52560  0.996
H: -3.51128 1.13397 3.49326  0.234
O: -0.00594 -1.30359 1.22193  -0.809
C: 0.04743 -1.65067 -0.00847  1.578
O: 0.08162 -0.70775 -0.85431  -0.867
C: 0.06217 -3.05997 -0.41325  -0.056
C: 0.01587 -4.04955 0.55868  -0.501
C: 0.01372 -5.40004 0.20960  -1.044
C: 0.05876 -5.68622 -1.13266  0.946
O: 0.05385 -6.91070 -1.72482  -0.491
C: 0.15172 -6.67792 -3.13277  -0.233
O: 0.12395 -5.26890 -3.34515  -0.498
C: 0.10220 -4.69507 -2.10352  0.891
C: 0.10323 -3.36757 -1.78372  -1.021
H: -0.02560 -3.75687 1.59842  0.490
H: -0.02803 -6.18399 0.95165  0.433
H: -0.70034 -7.13889 -3.63249  0.251
H: 1.09694 -7.08422 -3.49876  0.255
H: 0.11832 -2.58609 -2.52926  0.483

The gap between HOMO and LUMO (spin up / spin down) is 8.04 / 6.70 eV. Its multiplicity is 2. For the energy above the lowest of the compared OMol25 structures with the same formula, charge and spin, the calculation gives 0.0000 eV. As for the lowest unoccupied orbital energy (spin up / spin down): -0.261 / -1.648 eV. The total energy is -1714.7886 Ha. The net charge is 0.